Computed, not measured: a molecular structure, C21H38N at a distorted geometry, with the ωB97M-V functional and the def2-TZVPD basis.

The value obtained for the energy relative to the best compared isomer or geometry (same formula, charge and spin) is 18.483 eV. The value obtained for the gap between HOMO and LUMO is 6.63 eV. The electronic energy comes out at -876.8383 a.u. The value obtained for the HOMO energy is -11.439 eV.

```
! wB97M-V def2-TZVPD RIJCOSX def2/J DEFGRID3
* xyz 1 1
C -4.91 -5.97 -2.99
C -5.89 -4.92 -2.76
C -5.29 -4.05 -1.65
C -4.08 -3.07 -2.18
C -3.58 -1.98 -1.31
C -2.42 -1.11 -1.56
C -2.02 -0.02 -0.44
C -0.73 0.69 -1.08
C 0.57 0.02 -1.47
C 1.10 -0.81 -0.39
C 1.68 -0.08 1.02
C 2.58 -0.84 1.86
C 2.67 -0.05 2.98
C 3.96 0.66 3.31
C 4.11 1.89 2.18
H 3.91 1.66 1.34
H 4.88 2.50 2.32
C 2.87 3.01 2.59
N 2.98 3.86 1.59
C 2.23 3.98 0.59
C 2.44 4.95 -0.54
C 3.21 6.09 -0.05
C 3.93 6.02 1.04
C 3.74 5.12 2.01
H 4.55 4.87 2.70
H 4.53 6.83 1.12
H 3.20 6.94 -1.11
H 1.83 4.72 -1.32
H 1.59 3.21 0.42
H 2.94 3.35 3.59
H 2.01 2.34 2.50
H 4.91 0.08 2.91
H 4.08 1.04 4.29
H 1.80 0.56 3.40
H 2.80 -0.83 3.91
H 3.37 -1.25 1.51
H 1.95 -1.81 1.91
H 1.99 0.93 0.70
H 0.70 0.38 1.43
H 2.09 -1.27 -0.60
H 0.28 -1.56 0.02
H 0.23 -0.50 -2.03
H 1.20 0.89 -1.76
H -1.25 1.42 -1.93
H -0.48 1.46 -0.21
H -1.72 -0.81 0.28
H -2.91 0.43 -0.28
H -1.74 -1.88 -1.91
H -2.58 -0.80 -2.51
H -3.24 -2.50 -0.04
H -4.38 -1.43 -0.86
H -4.29 -2.59 -3.06
H -3.25 -3.91 -2.46
H -6.17 -3.14 -1.34
H -5.12 -4.44 -0.75
H -6.84 -5.29 -2.13
H -5.98 -4.23 -3.69
H -4.53 -6.45 -2.07
H -5.29 -6.74 -3.67
H -4.20 -5.59 -3.35
*
```